# 1
A cluster of 7 separate species, C28H77N7O7 in total in a non-equilibrium geometry. Source: the Open Molecules 2025 dataset; level of theory: the ωB97M-V functional and the def2-TZVPD basis.

```
! wB97M-V def2-TZVPD RIJCOSX def2/J DEFGRID3
* xyz -1 2
C -4.088 3.786 -0.366
C -4.945 2.967 -1.387
C -6.290 3.566 -1.731
O -7.222 3.485 -0.628
C -8.350 4.267 -0.839
N -4.156 2.911 -2.562
H -3.805 4.736 -0.820
H -3.117 3.392 -0.067
H -4.667 3.954 0.542
H -5.036 1.968 -0.959
H -6.781 3.179 -2.624
H -6.089 4.621 -1.918
H -8.983 4.305 0.047
H -8.989 3.832 -1.606
H -8.121 5.292 -1.131
H -4.095 3.818 -3.001
H -4.471 2.290 -3.294
C -1.138 3.060 -4.209
C -0.318 2.891 -2.946
C 1.119 3.534 -2.939
O 1.930 2.922 -3.962
C 2.306 1.582 -3.705
N -0.973 3.584 -1.885
H -1.129 4.122 -4.454
H -2.176 2.755 -4.076
H -0.731 2.379 -4.956
H -0.185 1.857 -2.628
H 1.700 3.332 -2.039
H 1.037 4.617 -3.033
H 3.048 1.442 -4.491
H 1.469 0.897 -3.842
H 2.684 1.413 -2.697
H -1.941 3.298 -1.930
H -0.684 3.232 -0.983
C 4.288 1.106 1.146
C 5.315 1.168 2.249
C 4.811 1.473 3.694
O 4.063 2.702 3.550
C 3.120 2.916 4.585
N 5.977 -0.089 2.282
H 4.617 0.644 0.215
H 4.022 2.132 0.891
H 3.370 0.618 1.475
H 6.161 1.831 2.067
H 5.605 1.604 4.428
H 4.129 0.712 4.074
H 2.371 2.124 4.578
H 2.655 3.879 4.376
H 3.572 2.964 5.576
H 5.604 -0.510 3.121
H 6.934 -0.042 2.604
C -1.283 -5.506 -0.844
C -0.670 -4.181 -0.326
C 0.838 -4.205 -0.121
O 1.238 -3.233 0.808
C 2.581 -3.155 1.170
N -1.107 -3.052 -1.195
H -0.827 -5.773 -1.798
H -2.372 -5.470 -0.871
H -1.013 -6.285 -0.130
H -1.071 -3.885 0.643
H 1.415 -4.037 -1.030
H 1.090 -5.158 0.343
H 3.224 -3.131 0.289
H 2.706 -4.114 1.672
H 2.763 -2.287 1.804
H -2.072 -3.082 -1.489
H -1.136 -2.305 -0.516
C 0.654 -2.464 6.504
C 0.171 -2.064 5.077
C -1.336 -2.014 4.928
O -1.781 -1.708 3.593
C -3.166 -1.681 3.383
N 0.896 -0.831 4.803
H 0.410 -1.718 7.260
H 1.732 -2.626 6.524
H 0.200 -3.392 6.850
H 0.585 -2.817 4.406
H -1.642 -1.286 5.680
H -1.877 -2.877 5.314
H -3.682 -2.561 3.767
H -3.331 -1.534 2.315
H -3.681 -0.776 3.706
H 0.447 -0.375 4.021
H 0.608 -0.212 5.547
C -0.036 -2.361 -5.448
C 0.731 -3.556 -4.842
C 1.690 -3.094 -3.673
O 2.758 -2.304 -4.214
C 3.484 -1.675 -3.199
N -0.301 -4.359 -4.114
H -0.317 -1.782 -4.568
H -0.934 -2.578 -6.027
H 0.587 -1.694 -6.045
H 1.269 -4.144 -5.586
H 2.097 -3.997 -3.219
H 1.162 -2.443 -2.977
H 4.222 -1.081 -3.737
H 3.984 -2.344 -2.498
H 2.955 -0.879 -2.676
H 0.102 -5.267 -3.934
H -0.567 -3.912 -3.249
C 0.960 -0.124 -0.545
C 0.289 0.018 0.788
C -0.709 1.176 0.850
O -0.109 2.475 0.557
C 0.659 2.838 1.688
N -0.438 -1.202 1.103
H 0.226 -0.052 -1.348
H 1.511 -1.058 -0.654
H 1.657 0.684 -0.768
H 1.065 0.137 1.544
H -1.343 1.157 1.737
H -1.479 1.018 0.095
H 1.579 2.315 1.948
H 0.020 2.781 2.569
H 0.956 3.875 1.531
H -0.812 -1.274 2.038
H 0.147 -2.018 0.995
*
```

Values from the calculation:
LUMO level (alpha / beta)   2.5 / 2.4 eV
E   -55041.4647 eV
Expectation value of S²   0.750
Highest occupied orbital energy (alpha / beta)   0.7 / -6.4 eV
ΔE to the lowest compared entry with this formula, charge and spin   0.0 kcal/mol

---

# 2
A cluster of 7 separate species, C28H77N7O7 in total in a non-equilibrium geometry. Source: the Open Molecules 2025 dataset; level of theory: the ωB97M-V functional and the def2-TZVPD basis.

```
! wB97M-V def2-TZVPD RIJCOSX def2/J DEFGRID3
* xyz 0 1
C 5.174 17.175 24.650
O 5.980 17.578 23.649
C 6.123 16.690 22.571
C 6.904 17.362 21.405
C 6.957 16.423 20.165
N 8.244 17.625 21.808
H 5.295 16.155 25.016
H 4.113 17.168 24.400
H 5.282 17.849 25.499
H 6.487 15.690 22.803
H 5.106 16.535 22.210
H 6.548 18.379 21.237
H 7.324 15.427 20.413
H 7.593 16.745 19.341
H 5.922 16.203 19.902
H 8.696 16.741 21.993
H 8.175 18.136 22.677
C 6.492 20.624 12.312
O 5.528 19.786 11.750
C 4.938 20.299 10.528
C 3.970 21.487 10.930
C 2.847 21.113 11.875
N 3.315 22.071 9.687
H 7.224 21.065 11.636
H 6.998 20.053 13.091
H 5.934 21.392 12.847
H 5.740 20.534 9.828
H 4.393 19.496 10.032
H 4.512 22.256 11.480
H 2.080 20.496 11.406
H 2.307 21.938 12.340
H 3.191 20.463 12.680
H 2.640 22.729 10.049
H 2.661 21.344 9.436
C -0.377 19.351 7.352
O 0.979 18.862 7.374
C 1.109 17.765 6.440
C 2.523 17.146 6.366
C 3.603 18.056 5.809
N 2.621 15.870 5.689
H -0.652 20.072 8.122
H -1.108 18.558 7.508
H -0.670 19.761 6.385
H 0.473 16.919 6.699
H 0.913 18.097 5.421
H 2.883 16.941 7.375
H 3.192 18.572 4.942
H 4.571 17.619 5.563
H 3.847 18.880 6.479
H 2.556 16.019 4.692
H 3.439 15.297 5.837
C 12.586 21.595 11.673
O 12.724 20.186 11.487
C 12.653 19.352 12.676
C 12.725 17.823 12.362
C 12.549 16.938 13.652
N 13.990 17.574 11.662
H 11.667 21.823 12.213
H 12.543 22.098 10.707
H 13.471 22.069 12.097
H 13.455 19.653 13.349
H 11.846 19.465 13.400
H 11.906 17.561 11.691
H 11.544 16.995 14.070
H 13.266 17.320 14.378
H 12.701 15.866 13.525
H 14.168 18.518 11.348
H 14.606 17.517 12.460
C 7.058 7.992 5.690
O 6.733 9.316 5.300
C 7.790 10.234 5.032
C 7.287 11.661 4.695
C 8.374 12.710 4.448
N 6.403 12.063 5.776
H 7.592 8.009 6.640
H 7.637 7.580 4.864
H 6.104 7.471 5.777
H 8.479 10.353 5.868
H 8.475 9.917 4.246
H 6.747 11.605 3.750
H 9.055 12.837 5.289
H 7.895 13.672 4.262
H 9.101 12.476 3.671
H 6.137 11.217 6.260
H 7.076 12.381 6.459
C 12.509 5.396 6.042
O 12.971 6.315 6.933
C 12.242 7.597 6.776
C 12.771 8.654 7.773
C 12.145 8.627 9.177
N 12.482 9.996 7.239
H 12.761 4.372 6.320
H 12.904 5.520 5.034
H 11.424 5.305 5.989
H 12.439 7.924 5.755
H 11.159 7.475 6.820
H 13.848 8.608 7.935
H 11.056 8.595 9.205
H 12.576 9.354 9.865
H 12.374 7.614 9.508
H 13.015 10.656 7.788
H 12.914 10.163 6.342
C 8.861 12.207 14.429
O 9.108 12.554 13.060
C 8.050 13.425 12.487
C 8.524 13.737 11.003
C 7.655 14.842 10.345
N 8.560 12.575 10.191
H 8.563 13.090 14.995
H 9.714 11.837 14.998
H 8.103 11.428 14.514
H 7.079 12.931 12.466
H 8.005 14.324 13.101
H 9.546 14.107 10.928
H 7.990 15.838 10.634
H 6.624 14.777 10.692
H 7.645 14.848 9.255
H 9.441 12.523 9.699
H 8.607 11.784 10.817
*
```

Values from the calculation:
LUMO level   0.5 eV
E   -55040.3490 eV
Highest occupied orbital energy   -8.9 eV
ΔE to the lowest compared entry with this formula, charge and spin   110.4 kcal/mol

---

# 3
A structure of composition C28H79AsF6N7O8 in a non-equilibrium geometry. Source: the Open Molecules 2025 dataset; level of theory: the ωB97M-V functional and the def2-TZVPD basis.

```
! wB97M-V def2-TZVPD RIJCOSX def2/J DEFGRID3
* xyz -1 1
As 0.459 0.121 -1.066
F 0.470 -0.200 -2.750
F -1.046 1.080 -1.122
F 0.426 0.363 0.721
F 1.873 -0.905 -0.780
F 1.485 1.563 -1.316
F -0.594 -1.338 -0.791
O 2.467 4.624 0.112
H 2.283 3.844 0.636
H 2.474 4.309 -0.792
C -8.174 -0.788 -0.848
C -7.442 0.466 -0.560
C -6.014 0.376 -1.038
O -5.277 -0.731 -0.464
C -3.816 -0.633 -0.445
N -8.164 1.577 -1.143
H -9.185 -0.676 -0.456
H -7.770 -1.651 -0.318
H -8.044 -1.013 -1.907
H -7.407 0.545 0.527
H -5.549 1.290 -0.667
H -6.002 0.358 -2.128
H -3.445 -0.445 -1.453
H -3.359 -1.499 0.032
H -3.700 0.323 0.066
H -7.768 2.476 -0.908
H -7.939 1.500 -2.125
C 3.708 2.743 3.692
C 3.448 1.971 2.341
C 3.580 0.436 2.462
O 4.832 0.159 3.024
C 4.987 -1.215 3.311
N 2.114 2.379 1.940
H 4.722 2.525 4.027
H 2.975 2.444 4.441
H 3.578 3.822 3.607
H 4.155 2.274 1.568
H 3.548 0.050 1.443
H 2.812 -0.066 3.049
H 4.806 -1.817 2.420
H 4.257 -1.380 4.103
H 5.951 -1.517 3.721
H 1.706 1.723 1.289
H 1.527 2.206 2.744
C -2.751 3.633 -4.505
C -1.909 3.484 -5.722
C -2.400 2.387 -6.661
O -2.394 1.063 -6.079
C -1.143 0.674 -5.556
N -1.562 4.768 -6.358
H -2.504 4.486 -3.873
H -2.691 2.649 -4.039
H -3.798 3.799 -4.761
H -0.963 3.146 -5.301
H -1.799 2.290 -7.565
H -3.446 2.531 -6.932
H -1.159 -0.374 -5.257
H -0.791 1.217 -4.679
H -0.354 0.748 -6.304
H -0.942 4.656 -7.147
H -1.005 5.343 -5.742
C 5.426 0.401 -1.410
C 4.977 1.593 -2.223
C 6.042 2.076 -3.309
O 7.268 2.412 -2.695
C 8.293 2.473 -3.765
N 3.709 1.113 -2.917
H 6.338 0.539 -0.828
H 5.523 -0.497 -2.021
H 4.708 -0.010 -0.701
H 4.807 2.485 -1.621
H 5.621 2.939 -3.825
H 6.130 1.218 -3.975
H 8.421 1.483 -4.203
H 9.264 2.685 -3.317
H 8.164 3.256 -4.512
H 3.238 1.838 -3.438
H 3.074 0.951 -2.148
C 0.168 -3.936 -3.020
C -1.363 -3.988 -3.213
C -2.061 -4.443 -1.918
O -1.739 -5.804 -1.726
C -2.196 -6.212 -0.418
N -1.675 -2.576 -3.647
H 0.568 -4.915 -2.755
H 0.465 -3.326 -2.167
H 0.627 -3.507 -3.910
H -1.577 -4.762 -3.950
H -3.136 -4.261 -1.926
H -1.611 -3.786 -1.173
H -1.629 -5.684 0.349
H -1.980 -7.274 -0.300
H -3.207 -5.872 -0.191
H -1.544 -2.018 -2.815
H -0.961 -2.292 -4.302
C 1.421 -4.069 1.660
C 0.147 -3.867 2.503
C 0.371 -2.874 3.603
O 1.185 -3.501 4.572
C 1.359 -2.783 5.795
N -0.895 -3.366 1.596
H 1.141 -4.789 0.891
H 2.148 -4.502 2.346
H 1.777 -3.154 1.185
H -0.161 -4.763 3.042
H -0.572 -2.538 4.035
H 0.718 -1.919 3.207
H 1.985 -1.896 5.696
H 1.933 -3.463 6.424
H 0.455 -2.489 6.329
H -0.585 -2.506 1.165
H -1.044 -3.970 0.801
C -0.836 2.693 6.970
C -1.616 1.435 6.514
C -0.729 0.624 5.568
O -0.171 1.415 4.451
C -1.078 1.696 3.418
N -2.182 0.610 7.595
H -1.539 3.432 7.355
H -0.418 3.170 6.083
H -0.123 2.409 7.744
H -2.568 1.721 6.065
H -1.164 -0.288 5.158
H 0.102 0.246 6.165
H -0.742 2.555 2.838
H -2.109 1.914 3.694
H -1.071 0.898 2.676
H -2.895 0.126 7.069
H -2.736 1.313 8.063
*
```

Values from the calculation:
LUMO level   2.3 eV
E   -134272.3820 eV
Highest occupied orbital energy   -6.8 eV
ΔE to the lowest compared entry with this formula, charge and spin   52.6 kcal/mol